2 unconnected molecules or ions with the total composition C4H8NO3 at a distorted geometry. Source: OMol25; level of theory: ωB97M-V/def2-TZVPD.

Properties
DFT total energy = -437.801366 hartree
charge = -1

Cartesian coordinates (Å):
O (-1.596, -3.072, 0.332)
O (1.042, 0.730, -0.466)
O (0.332, 2.041, 1.214)
N (-0.136, -1.371, 0.685)
C (-1.559, -1.272, -1.238)
C (-1.071, -2.013, -0.022)
C (1.848, 2.936, -0.429)
C (0.989, 1.825, 0.189)
H (2.894, 2.654, -0.310)
H (1.707, 3.925, 0.019)
H (-0.891, -1.328, -2.094)
H (-2.565, -1.610, -1.465)
H (1.634, 3.013, -1.499)
H (0.191, -1.732, 1.563)
H (-1.653, -0.197, -1.052)
H (0.228, -0.448, 0.330)